# C15H31N4O2S

The ion C15H31N4O2S with charge +1 (wB97M-V/def2-TZVPD, the Open Molecules 2025 dataset).

Computed properties:
**Relative energy (zero: lowest compared OMol25 entry of this formula, charge and spin)**: 0.00 kcal per mole
**Kohn-Sham gap**: 8.6 eV
**Structure (SMILES)**: C=CN(CON=O)/C(NS)=[NH+]\CCCCCCCCCCC
**Total charge**: +1

CARTESIAN COORDINATES (ANGSTROEM)
C: 3.98 -1.57 1.94
C: 4.38 -0.39 1.49
N: 3.42 0.52 0.89
C: 3.28 1.82 1.59
O: 2.85 1.56 2.89
N: 1.36 1.84 2.99
O: 0.77 0.86 2.94
C: 3.64 0.56 -0.48
N: 4.70 1.28 -1.02
S: 4.33 3.00 -1.25
N: 2.86 -0.13 -1.25
C: 1.75 -0.98 -0.79
C: 0.98 -1.54 -1.97
C: 0.14 -2.76 -1.59
C: -0.78 -2.55 -0.36
C: -2.29 -2.44 -0.67
C: -2.83 -1.09 -0.19
C: -4.34 -0.91 -0.38
C: -4.71 0.55 -0.61
C: -4.46 1.45 0.62
C: -3.51 2.63 0.38
C: -2.03 2.33 0.69
H: 4.68 -2.37 2.14
H: 2.93 -1.75 2.12
H: 5.39 -0.03 1.61
H: 2.54 2.41 1.05
H: 4.22 2.38 1.64
H: 4.97 0.90 -1.92
H: 5.60 3.32 -1.56
H: 3.02 -0.08 -2.25
H: 2.14 -1.77 -0.15
H: 1.11 -0.35 -0.17
H: 1.71 -1.86 -2.73
H: 0.37 -0.76 -2.43
H: 0.78 -3.62 -1.44
H: -0.49 -2.99 -2.45
H: -0.49 -1.66 0.20
H: -0.62 -3.39 0.32
H: -2.44 -2.51 -1.75
H: -2.82 -3.24 -0.16
H: -2.30 -0.29 -0.72
H: -2.57 -0.98 0.87
H: -4.87 -1.26 0.51
H: -4.68 -1.51 -1.23
H: -4.10 0.92 -1.44
H: -5.75 0.62 -0.92
H: -5.41 1.83 0.99
H: -4.05 0.83 1.43
H: -3.83 3.50 0.95
H: -3.60 2.91 -0.67
H: -1.48 2.04 -0.22
H: -1.94 1.51 1.39
H: -1.52 3.20 1.11

Löwdin atomic charge list, values in e, 8 entries: C 0.085; C -0.141; N -0.056; C -0.247; O -0.109; N 0.059; O 0.131; C -0.406